# 1
The following is a DFT calculation (the ωB97M-V functional and the def2-TZVPD basis) of 2 unconnected molecules or ions with the total composition C3H9O2S at a distorted geometry.

Values from the calculation:
- Strongest force on any atom: 2.74 eV/Å
- LUMO level: 0.1176 Ha
- Calculated total energy: -18187.0865 eV

Structure (ORCA input):
```
! RIJCOSX wB97M-V def2-TZVPD def2/J DEFGRID3
* xyz -1 1
C -1.1632 -0.5605 0.2174
O -0.9537 -1.4850 -0.7872
C -0.1339 0.6107 -0.0693
C 1.3432 0.2544 0.1740
S 2.1135 1.0319 1.6427
H -0.9605 -0.9201 1.2352
H -2.1333 -0.0144 0.0674
H -0.3525 0.8130 -1.1167
H -0.3693 1.5128 0.5270
H 2.0179 0.5690 -0.6396
H 1.2859 -0.8318 0.2681
H 1.3923 2.1970 1.5929
H -2.3601 -1.0927 -3.1502
H -2.1107 -1.0121 -1.6995
O -2.9058 -0.9911 -2.3714
*
```

---

# 2
The following is a DFT calculation (the ωB97M-V functional and the def2-TZVPD basis) of a molecular structure, C3H5FeO3 at a distorted geometry.

Values from the calculation:
- <S²>: 12.0190
- Strongest force on any atom: 4.91 eV/Å
- LUMO level (spin up / spin down): -0.6562 / -0.6764 Ha
- Calculated total energy: -43673.4190 eV

Structure (ORCA input):
```
! RIJCOSX wB97M-V def2-TZVPD def2/J DEFGRID3
* xyz 3 7
H -1.4540 2.1020 -0.6365
O 0.3922 1.6933 -0.2415
C -0.8595 1.4367 0.0022
H 0.7568 -0.4325 1.4410
O 0.8703 1.2921 -1.4281
Fe 2.1048 -0.1156 -1.3811
O 1.7860 -1.4678 -0.0523
C 1.0206 -1.5620 0.9255
C -1.5869 0.0490 0.0474
H 1.0484 -2.5129 1.4862
H -2.4200 -0.0123 0.7450
H -1.6590 -0.4700 -0.9078
*
```

---

# 3
The following is a DFT calculation (the ωB97M-V functional and the def2-TZVPD basis) of 10 unconnected molecules or ions with the total composition C21H62O10 at a distorted geometry.

Values from the calculation:
- Strongest force on any atom: 2.93 eV/Å
- LUMO level: 0.0184 Ha
- Calculated total energy: -43256.9547 eV
- SMILES: CC(C)O.CC(C)O.CC(C)O.CC(C)O.CC(C)O.CC(C)O.CC(C)O.O.O.O

Structure (ORCA input):
```
! RIJCOSX wB97M-V def2-TZVPD def2/J DEFGRID3
* xyz 0 1
O 0.8160 1.0575 -2.3374
H 0.7577 1.7722 -2.9715
H 0.0185 0.5470 -2.4773
O 1.8652 0.7939 2.0311
H 2.6190 0.3058 1.6997
H 2.0760 0.9672 2.9486
O -0.2101 -0.0750 0.1978
H 0.2496 0.3775 -0.5094
H 0.3357 0.0706 0.9706
C 2.6341 -2.7167 1.6786
C 3.9390 -1.9308 1.7367
C 5.1177 -2.7191 1.1232
O 3.8953 -0.6501 1.2029
H 1.8755 -2.1118 2.1753
H 2.6824 -3.6685 2.2077
H 2.2521 -2.8489 0.6663
H 4.1075 -1.8583 2.8112
H 4.8817 -3.2135 0.1808
H 5.3450 -3.5505 1.7904
H 6.0011 -2.1011 0.9625
H 3.8466 -0.7979 0.2556
C -3.1183 0.6889 3.4381
C -2.4176 1.6947 4.3725
C -2.3137 1.2357 5.8593
O -1.0592 1.8497 3.8727
H -3.9303 0.2319 4.0037
H -2.5158 -0.1219 3.0285
H -3.5859 1.2736 2.6459
H -2.9035 2.6645 4.2657
H -1.8545 0.2506 5.9427
H -3.3043 1.2201 6.3138
H -1.7164 1.9124 6.4704
H -0.6757 1.0229 3.5713
C 1.9621 4.2110 -1.0156
C 2.3823 3.0605 -0.1100
C 3.8953 3.0516 -0.0237
O 2.0181 3.3180 1.1787
H 2.3174 4.1029 -2.0404
H 2.2131 5.2179 -0.6821
H 0.8725 4.2251 -0.9900
H 1.9998 2.1029 -0.4633
H 4.2846 2.9663 -1.0382
H 4.3159 2.1827 0.4825
H 4.2792 3.9664 0.4278
H 1.8290 2.4878 1.6221
C -3.9626 -2.9883 0.9803
C -2.4410 -2.4863 0.8997
C -1.4626 -3.5692 0.4559
O -2.4845 -1.4610 -0.1340
H -4.7316 -2.3727 1.4470
H -3.8563 -3.9083 1.5550
H -4.4038 -3.2750 0.0257
H -2.0992 -2.0698 1.8472
H -0.4438 -3.2293 0.6417
H -1.6844 -3.7608 -0.5939
H -1.6840 -4.4874 0.9999
H -1.6354 -1.0136 -0.1149
C 1.5315 -2.4307 -2.1451
C 3.0158 -1.8459 -2.0981
C 3.5517 -1.5002 -3.4538
O 2.9356 -0.5958 -1.3603
H 0.9376 -2.0395 -2.9711
H 1.0568 -2.3697 -1.1658
H 1.4864 -3.5138 -2.2594
H 3.6990 -2.5466 -1.6182
H 3.9954 -2.3955 -3.8895
H 4.3582 -0.7777 -3.3296
H 2.7648 -1.1301 -4.1110
H 2.4017 0.0592 -1.8160
C -2.2274 2.6170 -1.0239
C -2.8730 2.5745 0.3315
C -2.4203 3.7107 1.2722
O -4.2713 2.5461 0.3050
H -1.1594 2.4148 -0.9427
H -2.2470 3.6401 -1.3994
H -2.6280 1.7978 -1.6210
H -2.5746 1.6542 0.8335
H -2.8473 3.7088 2.2751
H -2.7591 4.5997 0.7402
H -1.3362 3.6934 1.3837
H -4.3724 1.6160 0.0900
C -3.3636 -1.4326 -3.5823
C -1.8815 -1.1431 -3.7415
C -1.4959 -0.4552 -5.0671
O -1.5497 -0.3128 -2.6749
H -3.5586 -2.0403 -2.6987
H -3.5897 -1.9381 -4.5212
H -4.0555 -0.5988 -3.4632
H -1.2323 -2.0180 -3.7062
H -1.7757 -1.1662 -5.8445
H -0.4531 -0.1496 -5.1518
H -2.0994 0.4519 -5.1000
H -2.1537 -0.5284 -1.9605
*
```

---

# 4
The following is a DFT calculation (the ωB97M-V functional and the def2-TZVPD basis) of 2 unconnected molecules or ions with the total composition C8H16IN2O at a distorted geometry.

Values from the calculation:
- Strongest force on any atom: 5.28 eV/Å
- LUMO level (spin up / spin down): -0.1552 / -0.1552 Ha
- Calculated total energy: -21673.0461 eV

Structure (ORCA input):
```
! RIJCOSX wB97M-V def2-TZVPD def2/J DEFGRID3
* xyz 1 1
C -1.2782 0.9698 -1.4865
C -1.8052 1.1645 -0.2617
C 0.1227 1.5011 0.7852
C 0.1665 0.9715 -1.5554
C 1.0138 0.7958 -2.7166
C -0.6737 -0.9295 2.7640
C -0.4812 -1.5118 0.3882
C -1.1594 -0.6704 1.3981
N 0.7693 1.2296 -0.3886
N -1.1564 0.7783 1.0384
O 2.7057 -1.7081 -1.2449
I 3.8183 -0.5189 0.0071
H -1.7952 1.2310 -2.3729
H -2.8384 1.3382 -0.1488
H 3.0919 -2.6116 -1.1944
H 0.3331 2.3015 1.4638
H 0.5189 1.1254 -3.5134
H 1.2897 -0.3023 -2.7349
H 1.8114 1.3825 -2.6146
H 0.4295 -0.8393 2.7837
H -0.9546 -0.2437 3.4939
H -0.7849 -1.9387 3.0810
H 0.6525 -1.3906 0.5523
H -0.7265 -1.3302 -0.7266
H -0.7351 -2.5959 0.4415
H -2.3099 -0.8100 1.2864
H 1.7635 1.3204 -0.3600
H -1.7878 1.2917 1.8359
*
```

---

# 5
The following is a DFT calculation (the ωB97M-V functional and the def2-TZVPD basis) of a molecular structure, C27H41BBr2O17S.

Values from the calculation:
- Strongest force on any atom: 0.92 eV/Å
- LUMO level: 0.0007 Ha
- Calculated total energy: -215072.2881 eV

Structure (ORCA input):
```
! RIJCOSX wB97M-V def2-TZVPD def2/J DEFGRID3
* xyz 0 1
C -1.2379 -2.9571 1.8150
C -1.6412 -1.6894 1.1325
Br -1.2123 -1.6109 -0.7053
C -2.2184 -0.6563 1.7547
Br -2.6040 0.9974 0.9070
O -2.4723 -0.7145 3.1006
S -3.9917 -1.1717 3.6246
O -4.2199 -2.5059 3.1241
O -4.9806 -0.2753 2.7463
B -5.7109 -1.0266 1.7719
O -6.9460 -1.4599 2.0833
O -5.1541 -1.1565 0.5271
H -1.0699 -3.7201 1.0700
H -0.2870 -2.7968 2.3145
H -1.9793 -3.3004 2.5168
H -7.4399 -1.6533 1.2872
H -5.1122 -2.0735 0.2500
O -0.6832 -3.3763 5.7464
C -1.3670 -3.2437 6.7173
O -0.9324 -2.6250 7.8393
C -1.9358 -2.7038 8.8710
C -3.2489 -2.9295 8.1315
C -2.7871 -3.7325 6.9153
H -1.6829 -3.5330 9.5344
H -1.9221 -1.7795 9.4425
H -4.0030 -3.4282 8.7360
H -3.6577 -1.9719 7.8068
H -2.7651 -4.8043 7.1153
H -3.3844 -3.5342 6.0297
O 0.3558 1.0630 -3.2725
C 0.2779 2.0652 -2.6192
O -0.7686 2.9192 -2.7043
C -0.5228 4.0779 -1.8782
C 0.4998 3.6279 -0.8465
C 1.2975 2.5917 -1.6333
H -0.1437 4.8775 -2.5177
H -1.4634 4.3960 -1.4355
H 1.1017 4.4441 -0.4523
H -0.0066 3.1447 -0.0092
H 2.1178 3.0467 -2.1889
H 1.6750 1.7898 -1.0059
O -4.4078 -0.0370 -7.4275
C -3.7496 0.0633 -6.4365
O -2.5041 -0.4601 -6.3297
C -1.9992 -0.2686 -4.9924
C -2.7868 0.8968 -4.4282
C -4.1358 0.7369 -5.1292
H -2.1609 -1.1912 -4.4272
H -0.9395 -0.0600 -5.0305
H -2.8429 0.8874 -3.3420
H -2.3187 1.8329 -4.7307
H -4.8081 0.0730 -4.5836
H -4.6313 1.6836 -5.3219
O 3.7531 5.4862 -0.7017
C 4.3778 5.2711 -1.6964
O 4.2852 4.0997 -2.3703
C 5.2127 4.0814 -3.4739
C 5.5027 5.5468 -3.7721
C 5.3739 6.1828 -2.3871
H 6.1044 3.5352 -3.1620
H 4.7546 3.5595 -4.3098
H 6.4681 5.7022 -4.2481
H 4.7333 5.9482 -4.4326
H 6.3108 6.1532 -1.8296
H 4.9985 7.2008 -2.4210
O 5.2090 -0.7913 4.4676
C 4.1215 -0.9706 4.9265
O 3.0475 -1.2823 4.1647
C 1.8574 -1.3397 4.9768
C 2.3522 -1.5889 6.3937
C 3.7031 -0.8723 6.3834
H 1.3303 -0.3871 4.8821
H 1.2146 -2.1362 4.6152
H 1.6611 -1.2353 7.1552
H 2.5013 -2.6579 6.5476
H 3.6117 0.1831 6.6437
H 4.4410 -1.3461 7.0236
O 3.8179 -2.3115 -7.8233
C 3.0074 -2.1804 -6.9567
O 3.2571 -1.4840 -5.8221
C 2.1376 -1.5792 -4.9191
C 0.9458 -1.9229 -5.8026
C 1.5988 -2.7477 -6.9104
H 2.3518 -2.3618 -4.1874
H 2.0183 -0.6332 -4.3975
H 0.1532 -2.4425 -5.2686
H 0.5278 -1.0111 -6.2246
H 1.6616 -3.8062 -6.6544
H 1.1084 -2.6303 -7.8718
*
```

---

# 6
The following is a DFT calculation (the ωB97M-V functional and the def2-TZVPD basis) of 2 unconnected molecules or ions with the total composition C8H8N2O2S2 at a distorted geometry.

Values from the calculation:
- Strongest force on any atom: 4.86 eV/Å
- LUMO level (spin up / spin down): -0.0939 / -0.0938 Ha
- Calculated total energy: -37163.9919 eV

Structure (ORCA input):
```
! RIJCOSX wB97M-V def2-TZVPD def2/J DEFGRID3
* xyz 0 1
C -1.5959 -1.8071 -0.3767
C -0.5366 -1.7032 -1.3031
C -1.9248 -0.7108 0.3740
C 0.1966 -0.5466 -1.4186
C -1.1862 0.5088 0.2089
C -0.1515 0.5658 -0.7136
C 4.1865 1.1688 2.6535
C 0.5146 1.9254 -0.8537
N 1.3677 2.0786 0.2390
N 1.7548 1.2536 0.9684
O 3.6847 2.0270 1.9699
O 1.8294 0.1832 1.4704
S 5.7530 0.6194 2.8038
S 3.0447 0.3243 3.8254
H -2.1520 -2.6915 -0.2350
H 0.0586 -2.4660 -1.6591
H -2.6466 -0.6375 1.1055
H 0.9364 -0.2611 -2.0959
H -1.4943 1.3218 0.9307
H 1.2061 1.9661 -1.7263
H -0.2902 2.6356 -0.8100
H 3.8109 -0.6064 3.9777
*
```

---

# 7
The following is a DFT calculation (the ωB97M-V functional and the def2-TZVPD basis) of a molecular structure, C67H67IMnN10O4 at a distorted geometry.

Values from the calculation:
- <S²>: 0.7649
- Strongest force on any atom: 1.39 eV/Å
- LUMO level (spin up / spin down): -0.0495 / -0.0500 Ha
- Calculated total energy: -133082.6770 eV

Structure (ORCA input):
```
! RIJCOSX wB97M-V def2-TZVPD def2/J DEFGRID3
* xyz 0 2
Mn -0.4305 -0.2912 -0.3796
C 4.3371 4.2658 3.8408
C 4.0840 4.9345 2.4779
C 5.4300 5.0558 1.7586
C 3.4580 6.3431 2.5741
C 3.1790 4.0172 1.6639
O 3.5598 3.4873 0.6336
N 1.8813 3.7453 2.0523
C 0.9876 3.9076 3.1313
C 1.1018 4.8335 4.1675
C 0.1310 4.9207 5.1545
C -0.9846 4.1043 5.1324
C -1.1088 3.1731 4.1142
C -0.1402 3.0552 3.1260
C -0.3148 2.0133 2.0734
C -0.2724 0.6736 2.4447
C -0.1582 0.1944 3.8038
C -0.4816 -1.1155 3.7826
C -0.7164 -1.4718 2.4027
N -0.5524 -0.3708 1.6039
C -1.0934 -2.7275 1.9450
C -1.0717 -3.0855 0.5812
C -1.2776 -4.4086 0.0946
C -1.0053 -4.3823 -1.2436
C -0.6432 -3.0431 -1.5639
C -0.3034 -2.5970 -2.8563
C -0.2940 -1.2466 -3.2034
N -0.6614 -0.2309 -2.3487
C -0.8478 0.8719 -3.1270
C -1.2941 2.1242 -2.6769
C -1.2533 2.4777 -1.3217
C -1.5954 3.7549 -0.7818
C -1.2042 3.7513 0.5206
C -0.6965 2.4469 0.7915
N -0.7484 1.6701 -0.3298
C -1.8538 3.0390 -3.7034
C -2.9317 2.5632 -4.4565
C -3.5336 3.3310 -5.4344
C -3.0425 4.6023 -5.6943
C -1.9666 5.0914 -4.9768
C -1.3619 4.3258 -3.9791
N -0.1924 4.7869 -3.3347
C 0.1623 6.0894 -3.0826
O -0.5370 7.0383 -3.3750
C 1.5597 6.2632 -2.4529
C 1.7019 5.4916 -1.1364
C 1.7682 7.7543 -2.1866
C 2.6024 5.7656 -3.4643
C -0.4796 0.5808 -4.4887
C -0.0943 -0.7147 -4.5296
C -0.1058 -3.6035 -3.9312
C -0.9783 -3.6190 -5.0215
C -0.7947 -4.4844 -6.0838
C 0.2963 -5.3424 -6.0753
C 1.1557 -5.3687 -4.9924
C 0.9502 -4.5271 -3.8985
N 1.7466 -4.6176 -2.7380
C 2.8910 -5.3675 -2.5741
O 3.6705 -5.5865 -3.4766
C 3.0549 -5.9735 -1.1719
C 1.9915 -7.0848 -1.0876
C 2.8457 -4.9617 -0.0416
C 4.4441 -6.6000 -1.0631
N -0.7073 -2.2579 -0.4465
C -1.5043 -3.7626 2.9343
C -0.5507 -4.3322 3.7698
C -0.8918 -5.2948 4.7064
C -2.2090 -5.7092 4.7944
C -3.1733 -5.1622 3.9641
C -2.8519 -4.1718 3.0395
N -3.7813 -3.6066 2.1520
C -5.1504 -3.4575 2.0202
O -5.5678 -3.2359 0.8978
C -6.1108 -3.4599 3.2175
C -6.7080 -4.8669 3.3771
C -7.2702 -2.5154 2.8624
C -5.4686 -2.9496 4.5104
H 4.9330 4.9232 4.4756
H 4.8963 3.3412 3.6856
H 3.4200 4.0144 4.3678
H 6.0730 5.7434 2.3110
H 5.2912 5.4307 0.7454
H 5.9220 4.0870 1.6899
H 3.7117 6.8189 3.5229
H 2.3744 6.3276 2.4700
H 3.8476 6.9725 1.7738
H 1.4762 3.1294 1.3576
H 1.9407 5.5049 4.2246
H 0.2522 5.6507 5.9444
H -1.7487 4.1867 5.8935
H -1.9679 2.5159 4.0680
H 0.0939 0.8015 4.6574
H -0.5471 -1.7930 4.6172
H -1.5662 -5.2603 0.6906
H -1.0842 -5.1936 -1.9511
H -2.0748 4.5585 -1.3149
H -1.2823 4.5507 1.2403
H -3.3220 1.5782 -4.2357
H -4.3800 2.9438 -5.9859
H -3.4919 5.2140 -6.4653
H -1.5776 6.0743 -5.1847
H 0.3600 4.0723 -2.8879
H 0.9109 5.7647 -0.4384
H 2.6621 5.7376 -0.6784
H 1.6800 4.4087 -1.2793
H 1.0192 8.1226 -1.4858
H 1.6665 8.3242 -3.1085
H 2.7604 7.9278 -1.7678
H 2.4911 4.6980 -3.6591
H 3.6068 5.9345 -3.0727
H 2.5052 6.3003 -4.4106
H -0.4774 1.2965 -5.2945
H 0.2900 -1.2563 -5.3770
H -1.8314 -2.9535 -5.0069
H -1.4956 -4.4867 -6.9078
H 0.4756 -6.0048 -6.9120
H 1.9984 -6.0420 -4.9809
H 1.2842 -4.3216 -1.8936
H 0.9831 -6.6703 -1.1237
H 2.1026 -7.6357 -0.1524
H 2.1082 -7.7856 -1.9163
H 1.8199 -4.5869 0.0030
H 3.5251 -4.1132 -0.1417
H 3.0491 -5.4512 0.9120
H 4.6292 -7.2515 -1.9148
H 4.5204 -7.1870 -0.1469
H 5.2179 -5.8316 -1.0559
H 0.4808 -4.0210 3.6604
H -0.1309 -5.7270 5.3423
H -2.4920 -6.4754 5.5044
H -4.1848 -5.5312 4.0231
H -3.3524 -3.3272 1.2798
H -7.2268 -5.1491 2.4604
H -7.4274 -4.8677 4.1970
H -5.9558 -5.6264 3.5852
H -7.6745 -2.7634 1.8844
H -6.9334 -1.4782 2.8370
H -8.0587 -2.6111 3.6101
H -4.7056 -3.6155 4.9030
H -6.2441 -2.8404 5.2699
H -5.0147 -1.9712 4.3426
I 5.7143 0.3060 1.1754
C 3.9953 -0.0499 0.0820
C 3.8991 -0.3955 -1.2457
N 2.5869 -0.5341 -1.5037
N 1.8361 -0.2973 -0.4244
C 2.6765 0.0050 0.5505
H 4.6600 -0.5490 -1.9908
H 2.1472 -0.7856 -2.3752
H 2.3306 0.2359 1.5450
*
```

---

# 8
The following is a DFT calculation (the ωB97M-V functional and the def2-TZVPD basis) of C3H6F2O in the gas phase at a distorted geometry.

Values from the calculation:
- Strongest force on any atom: 3.21 eV/Å
- LUMO level: 0.0367 Ha
- Calculated total energy: -10690.2624 eV
- SMILES: COC(C)(F)F

Structure (ORCA input):
```
! RIJCOSX wB97M-V def2-TZVPD def2/J DEFGRID3
* xyz 0 1
C 1.4814 1.0606 -0.0552
C -1.7972 -0.7357 0.0430
C 0.5490 -0.1359 -0.0698
O -0.7509 0.2579 -0.2131
F 0.9024 -1.1934 -1.0321
F 0.6592 -0.7575 1.2198
H 2.4594 0.7516 0.4206
H 0.9674 1.8252 0.4891
H 1.4936 1.5140 -1.0230
H -2.5742 -0.0715 -0.1578
H -1.7753 -1.0742 1.0482
H -1.6147 -1.4411 -0.6697
*
```

---

# 9
The following is a DFT calculation (the ωB97M-V functional and the def2-TZVPD basis) of a gas-phase ion, C6H3N4O2 (charge -1) at a distorted geometry.

Values from the calculation:
- Strongest force on any atom: 4.04 eV/Å
- LUMO level: 0.1017 Ha
- Calculated total energy: -16321.9677 eV

Structure (ORCA input):
```
! RIJCOSX wB97M-V def2-TZVPD def2/J DEFGRID3
* xyz -1 1
C 0.3907 1.6600 0.8064
C -0.1102 0.5663 1.5025
C 0.4305 1.5524 -0.5555
C -0.3074 -0.6299 0.9070
C -0.2894 -0.8131 -0.5016
C -0.6961 -1.8889 1.8900
N 0.3119 -0.7392 -3.1437
N 0.3825 -1.3421 -4.1200
N 0.3560 0.3016 -2.4980
N 0.0699 0.3120 -1.1474
O -1.7447 -1.7009 2.5096
O 0.1100 -2.8131 1.9150
H 0.6194 2.6247 1.1132
H -0.2726 0.6561 2.6867
H 0.7495 2.2543 -1.3643
*
```

---

# 10
The following is a DFT calculation (the ωB97M-V functional and the def2-TZVPD basis) of 2 unconnected molecules or ions with the total composition C3H5NO3 at a distorted geometry.

Values from the calculation:
- Strongest force on any atom: 1.58 eV/Å
- LUMO level (spin up / spin down): -0.0733 / -0.0896 Ha
- Calculated total energy: -10821.1410 eV

Structure (ORCA input):
```
! RIJCOSX wB97M-V def2-TZVPD def2/J DEFGRID3
* xyz 0 1
N -1.7364 -0.6710 0.0859
C -0.6263 -0.1744 0.7269
O 0.1642 -0.8532 1.3379
C -0.3388 1.2653 0.6532
O 1.3933 0.9068 -0.7076
C 1.6224 -0.3266 -1.1408
O 1.1901 -1.3765 -0.7160
H -2.1673 -0.1563 -0.6701
H -1.6253 -1.6598 -0.1033
H -1.1722 1.9729 0.4744
H 0.4825 1.6232 1.2420
H 2.2808 -0.3983 -2.0424
*
```

---

strongest force on any atom of number 9 (C6H3N4O2)?
4.04 eV/Å

---

Which of these has the lowest strongest force on any atom?
C27H41BBr2O17S

---

Number 8 is which compound?
C3H6F2O